The following is a DFT calculation (ωB97M-V/def2-TZVPD) of an isolated ion of composition C4H6N3O and charge +1 in a non-equilibrium geometry.

The geometry in XYZ format:
```
14
Properties=species:S:1:pos:R:3:forces:R:3
C -0.284 0.479 -1.103 -0.67 0.65 0.38
C -0.854 -0.580 -1.623 0.42 1.67 0.31
C -0.917 -2.735 0.366 0.83 -2.51 0.22
C 0.634 0.431 0.134 1.26 -2.20 -2.37
N -0.327 -2.286 -0.660 2.26 1.03 -0.57
N 0.358 -2.021 0.580 -1.44 0.05 0.13
N 0.126 -0.656 1.131 2.12 2.55 -0.19
O -1.671 -3.375 0.945 -2.53 -1.16 1.77
H -0.423 1.533 -1.447 0.21 -0.82 -0.11
H -1.369 -1.030 -2.425 -0.63 0.29 -0.71
H 1.661 0.228 -0.353 -1.25 -0.04 1.65
H 0.627 1.312 0.676 0.16 1.87 0.98
H 0.643 -0.708 2.072 -0.81 0.45 -1.62
H -0.815 -0.198 1.251 0.08 -1.81 0.13
```
Forces are in eV/Å.

Properties
- Charge: +1
- Expectation value of S²: 2.018
- ΔE to the lowest compared entry with this formula, charge and spin: 5.1820 eV
- Spin multiplicity: 3
- HOMO-LUMO gap (alpha / beta): 0.275 / 0.235 Ha
- Calculated total energy: -10746.1294 eV
- HOMO level (alpha / beta): -11.379 / -14.716 eV
- Max |F|: 0.06756 hartree/bohr